This record from OMol25 describes an isolated molecule of C12H19I in a non-equilibrium geometry. The level of theory is ωB97M-V with the def2-TZVPD basis set.

Its SMILES is CC[C@H]1[C@H](C)[C@@]2(C)C(I)=CCC[C@@H]12. As for the spin multiplicity: 1. As for the total energy: -766.228875 Ha. As for the energy above the lowest of the compared OMol25 structures with the same formula, charge and spin: 6.1 kcal per mole. Its orbital gap is 9.32 eV.

Last column: natural (NBO) charge in e.
Element x y z (Å)
C (-3.290, 0.310, 1.290)  -0.590
C (-1.780, 0.624, 1.451)  -0.398
C (-0.920, 0.659, 0.172)  -0.190
C (0.493, 1.321, 0.257)  -0.193
C (0.545, 2.811, -0.212)  -0.589
C (1.122, 0.140, -0.604)  -0.100
C (1.597, 0.381, -2.143)  -0.585
C (2.187, -0.762, 0.056)  0.008
I (4.150, 0.244, 0.223)  0.066
C (1.995, -2.015, 0.454)  -0.275
C (0.792, -2.776, 0.010)  -0.430
C (-0.451, -1.855, 0.096)  -0.394
C (-0.268, -0.513, -0.604)  -0.212
H (-3.632, 1.009, 0.513)  0.196
H (-3.765, 0.432, 2.180)  0.207
H (-3.364, -0.666, 0.832)  0.200
H (-1.425, 0.017, 2.246)  0.194
H (-1.722, 1.571, 1.862)  0.200
H (-1.569, 1.296, -0.531)  0.188
H (0.799, 1.362, 1.258)  0.207
H (1.345, 3.289, 0.237)  0.209
H (-0.277, 3.237, 0.138)  0.200
H (0.559, 2.844, -1.258)  0.198
H (1.227, -0.515, -2.610)  0.203
H (2.680, 0.440, -2.153)  0.220
H (1.076, 1.149, -2.478)  0.198
H (2.830, -2.603, 0.695)  0.218
H (0.824, -3.208, -1.026)  0.208
H (0.784, -3.724, 0.486)  0.220
H (-1.240, -2.348, -0.316)  0.208
H (-0.638, -1.578, 1.119)  0.201
H (-0.666, -0.575, -1.639)  0.204


This record from OMol25 describes a structure of composition C5H7N3O in a non-equilibrium geometry. The level of theory is ωB97M-V with the def2-TZVPD basis set.

As for the spin multiplicity: 1. As for the total energy: -434.074558 Ha. As for the energy above the lowest of the compared OMol25 structures with the same formula, charge and spin: 106.5 kcal per mole. Its orbital gap (alpha / beta) is 6.65 / 7.00 eV.

Last column: natural (NBO) charge in e.
Element x y z (Å)
C (0.191, -0.756, -1.722)  -0.487
C (1.258, -0.576, -0.500)  0.656
C (0.291, 0.818, 0.503)  0.252
N (0.711, 0.752, 1.819)  -0.835
C (-0.986, -1.013, -0.924)  -0.341
N (0.246, 1.965, -0.081)  -0.664
N (-2.120, -0.091, 1.038)  -0.606
C (-1.197, -0.204, 0.196)  0.301
O (1.957, -1.338, 0.039)  -0.478
H (1.184, 1.579, 2.154)  0.396
H (1.127, -0.117, 2.120)  0.390
H (-0.146, 1.910, -1.016)  0.339
H (-1.906, 0.496, 1.842)  0.372
H (0.508, -1.588, -2.349)  0.247
H (0.243, 0.191, -2.258)  0.220
H (-1.360, -2.027, -0.862)  0.238


This record from OMol25 describes a structure of composition C25H44Cl3HoN4O3SeSi in a non-equilibrium geometry. The level of theory is ωB97M-V with the def2-TZVPD basis set.

As for the spin multiplicity: 5. As for the total energy: -6443.388170 Ha. As for the energy above the lowest of the compared OMol25 structures with the same formula, charge and spin: 176.0 kcal per mole. Its orbital gap (alpha / beta) is 4.14 / 4.14 eV.

Last column: Löwdin spin population.
Element x y z (Å)
C (2.157, -1.678, -4.833)  0.000
C (1.242, -0.706, -4.131)  0.000
H (2.444, -1.285, -5.819)  0.000
H (1.707, -2.662, -5.037)  0.000
H (3.060, -1.853, -4.250)  0.000
C (0.431, 0.165, -4.860)  0.000
C (0.055, 0.032, -6.281)  0.000
H (0.194, 1.109, -4.390)  0.000
H (-0.514, -0.885, -6.519)  0.000
H (0.933, 0.108, -6.945)  0.000
H (-0.624, 0.862, -6.520)  0.000
Ho (-1.176, -1.072, 1.992)  4.032
Cl (1.495, -1.204, 2.420)  -0.006
Cl (-3.010, -2.462, 3.004)  -0.009
C (0.214, 1.718, 1.841)  0.000
O (-0.862, 1.051, 1.985)  -0.006
N (0.161, 3.029, 1.723)  0.000
C (-1.125, 3.729, 1.776)  0.000
C (1.386, 3.801, 1.872)  0.000
H (1.190, 1.224, 1.842)  0.000
H (-1.852, 3.244, 1.109)  0.000
H (-0.931, 4.762, 1.451)  0.000
H (-1.530, 3.698, 2.805)  0.000
H (2.232, 3.211, 1.500)  0.000
H (1.585, 4.046, 2.930)  0.000
H (1.296, 4.719, 1.280)  0.000
H (-2.046, -1.990, -2.388)  0.000
H (-2.542, 1.150, -3.354)  0.000
C (-2.988, -1.555, -2.014)  0.000
C (-3.299, 0.845, -2.618)  0.000
N (-2.812, -0.137, -1.656)  -0.001
H (-3.322, -2.112, -1.134)  0.000
C (-2.710, 0.295, -0.381)  0.000
O (-2.957, -0.381, 0.655)  -0.003
H (-3.602, 1.741, -2.061)  0.000
H (-2.347, 1.335, -0.293)  0.000
H (-3.738, -1.607, -2.814)  0.000
H (-4.151, 0.430, -3.171)  0.000
O (0.717, -1.310, -2.744)  -0.001
C (1.623, -0.277, -2.683)  0.000
C (-0.073, 1.547, -2.195)  0.000
C (1.241, 1.059, -2.203)  0.000
H (-0.871, 0.873, -2.506)  0.000
C (-0.343, 2.903, -1.957)  0.000
H (2.645, -0.550, -2.386)  0.000
C (2.274, 1.939, -1.848)  0.000
H (-1.362, 3.308, -2.074)  0.000
C (0.707, 3.775, -1.626)  0.000
C (2.018, 3.274, -1.568)  0.000
H (3.292, 1.550, -1.893)  0.000
H (0.503, 4.850, -1.498)  0.000
H (2.858, 3.941, -1.322)  0.000
Si (0.339, -3.771, -0.438)  0.000
Cl (-0.229, -1.432, -0.233)  -0.005
C (-1.238, -4.742, -0.112)  0.000
C (1.246, -4.184, 1.212)  0.000
C (1.305, -4.271, -1.905)  0.000
H (-2.146, -4.145, -0.221)  0.000
H (-1.233, -5.148, 0.907)  0.000
H (-1.277, -5.599, -0.791)  0.000
H (0.667, -4.393, -2.790)  0.000
H (1.781, -5.253, -1.686)  0.000
H (2.099, -3.556, -2.153)  0.000
H (0.633, -4.041, 2.123)  0.000
H (2.175, -3.605, 1.326)  0.000
H (1.496, -5.255, 1.154)  0.000
C (-2.108, 0.795, 4.876)  0.000
N (-0.711, 0.844, 5.252)  0.000
C (0.069, 1.989, 5.198)  0.000
C (1.368, 1.609, 5.324)  0.000
N (1.368, 0.240, 5.550)  0.000
C (2.572, -0.577, 5.530)  0.000
C (0.096, -0.259, 5.415)  0.000
Se (-0.311, -2.008, 5.067)  -0.003
H (-2.688, 1.434, 5.545)  0.000
H (-2.471, -0.230, 4.925)  0.000
H (-2.222, 1.159, 3.851)  0.000
H (-0.341, 2.967, 5.046)  0.000
H (2.298, 2.166, 5.229)  0.000
H (2.984, -0.609, 4.509)  0.000
H (3.299, -0.127, 6.225)  0.000
H (2.307, -1.596, 5.849)  0.000


This record from OMol25 describes a cluster of 2 separate species, FIO2S in total in a non-equilibrium geometry. The level of theory is ωB97M-V with the def2-TZVPD basis set.

As for the spin multiplicity: 1. As for the total energy: -946.124885 Ha. As for the energy above the lowest of the compared OMol25 structures with the same formula, charge and spin: 53.0 kcal per mole. Its orbital gap (alpha / beta) is 6.34 / 6.69 eV.

Last column: natural (NBO) charge in e.
Element x y z (Å)
O (0.014, -0.686, -1.399)  -0.753
O (1.401, 0.506, 0.228)  -0.758
F (-1.034, -0.408, 0.881)  -0.480
S (0.059, 0.270, -0.275)  1.991
I (-1.714, 2.814, 3.002)  0.001